21
Properties=species:S:1:pos:R:3 method="wB97M-V/def2-TZVPD" homo_energy_ev=-9.3 fmax_ha_per_bohr=0.02131
C -2.073 0.633 1.618
S -0.271 0.628 1.775
O 0.286 1.597 0.872
O 0.087 0.720 3.159
C 0.191 -1.051 1.260
F -0.580 -1.900 1.970
C 1.162 -1.515 0.486
C 2.107 -0.751 -0.308
C 1.881 0.265 -1.148
C 0.611 0.819 -1.558
C -0.496 0.103 -1.802
C -1.702 0.698 -2.201
N -2.710 1.166 -2.487
H -2.420 1.537 2.102
H -2.327 0.644 0.565
H -2.472 -0.240 2.119
H 1.329 -2.591 0.485
H 3.128 -1.094 -0.187
H 2.743 0.749 -1.593
H 0.609 1.886 -1.735
H -0.520 -0.973 -1.686